# 1
C20H40AsIrN2S2Si3 | ωB97M-V/def2-TZVPD

Each line ends with the Mulliken charge.
Element x y z (Å)
Ir  -0.459  0.048  -0.757  0.07
C  -0.579  -1.567  4.758  -0.95
Si  -0.986  -3.079  3.736  0.26
C  0.544  -4.121  3.424  -0.96
C  -2.176  -4.152  4.742  -1.15
C  -1.848  -2.605  2.152  0.52
C  -3.164  -2.963  1.888  0.00
C  -3.814  -2.523  0.739  -1.08
C  -3.119  -1.706  -0.128  0.11
N  -1.848  -1.367  0.078  -0.29
C  -1.203  -1.797  1.190  -0.45
S  0.427  -1.210  1.244  -0.52
H  -0.084  -1.826  5.698  0.33
H  -1.493  -1.015  4.989  0.32
H  0.070  -0.900  4.190  0.25
H  1.054  -4.365  4.360  0.30
H  1.237  -3.582  2.778  0.24
H  0.275  -5.058  2.929  0.31
H  -1.696  -4.482  5.666  0.27
H  -2.476  -5.044  4.186  0.29
H  -3.080  -3.602  5.014  0.30
H  -3.703  -3.581  2.599  0.31
H  -4.843  -2.788  0.533  0.35
H  -3.575  -1.300  -1.022  0.29
S  -2.409  1.461  1.315  -0.08
C  -2.339  3.049  1.841  0.18
N  -2.273  4.158  2.197  -0.81
C  3.865  0.331  0.974  -1.06
Si  3.367  0.058  -0.831  0.43
C  3.259  -1.809  -1.093  -0.92
C  4.886  0.622  -1.829  -1.19
As  1.504  1.118  -1.710  -0.09
Si  1.412  3.093  -0.482  0.30
C  -0.111  4.023  -1.080  -0.87
C  2.916  4.213  -0.827  -1.16
C  1.271  2.940  1.383  -0.69
H  4.776  -0.225  1.219  0.39
H  3.072  -0.002  1.646  0.23
H  4.052  1.390  1.169  0.28
H  4.210  -2.292  -0.840  0.33
H  3.031  -2.027  -2.139  0.23
H  2.465  -2.228  -0.479  0.20
H  5.795  0.104  -1.505  0.31
H  5.047  1.698  -1.719  0.25
H  4.734  0.421  -2.892  0.28
H  0.033  4.425  -2.089  0.28
H  -0.375  4.840  -0.405  0.40
H  -0.954  3.329  -1.093  0.08
H  3.081  4.318  -1.902  0.28
H  3.824  3.789  -0.388  0.24
H  2.771  5.210  -0.400  0.34
H  0.307  2.500  1.641  0.00
H  1.311  3.932  1.846  0.37
H  2.058  2.320  1.817  0.24
C  -0.419  0.510  -4.406  -1.97
C  -1.725  0.625  -3.621  3.12
C  -2.681  -0.471  -4.129  -1.92
C  -2.358  1.997  -3.888  -1.64
C  -1.623  0.448  -2.120  -1.06
H  -0.633  0.502  -5.481  0.50
H  0.107  -0.408  -4.138  0.34
H  0.251  1.341  -4.183  0.39
H  -2.858  -0.356  -5.204  0.46
H  -3.643  -0.417  -3.613  0.39
H  -2.252  -1.459  -3.948  0.37
H  -2.469  2.164  -4.965  0.45
H  -1.729  2.790  -3.474  0.19
H  -3.342  2.072  -3.420  0.39
H  -2.671  0.485  -1.740  0.15

The calculation puts the LUMO energy at 4.5 eV. For the HOMO-LUMO gap, the calculation gives 0.1875 Ha. For the energy relative to the best compared isomer or geometry (same formula, charge and spin), the calculation gives 0.00 kJ/mol. The charge is -2. For the total energy, the calculation gives -4900.69712 a.u.


# 2
C20H40Br20 | ωB97M-V/def2-TZVPD

Each line ends with the Mulliken charge.
Element x y z (Å)
Br  0.886  -2.444  -11.841  -0.16
C  -0.748  -2.518  -10.757  -0.73
C  -1.509  -1.218  -10.697  -0.51
Br  -3.354  -1.574  -10.138  -0.10
H  -0.355  -2.927  -9.826  0.36
H  -1.311  -3.347  -11.187  0.38
H  -1.430  -0.752  -11.679  0.45
H  -1.053  -0.582  -9.938  0.34
Br  -10.494  1.817  -12.566  -0.04
C  -11.007  1.352  -10.741  -0.46
C  -11.171  -0.208  -10.441  -0.21
Br  -12.369  -0.885  -11.871  -0.18
H  -11.885  1.908  -10.413  0.49
H  -10.184  1.785  -10.173  0.02
H  -11.520  -0.345  -9.418  0.51
H  -10.192  -0.670  -10.569  -0.09
Br  -7.401  -3.061  -10.386  -0.16
C  -6.391  -3.845  -11.915  -0.57
C  -5.933  -2.634  -12.795  0.48
Br  -5.487  -3.215  -14.638  -0.16
H  -7.127  -4.396  -12.499  0.47
H  -5.529  -4.449  -11.634  0.39
H  -5.145  -2.075  -12.291  -0.08
H  -6.818  -2.004  -12.892  -0.47
Br  -1.031  0.064  -5.736  -0.18
C  -2.895  -0.669  -5.816  -0.20
C  -2.956  -2.076  -6.301  -0.28
Br  -4.911  -2.590  -6.428  -0.14
H  -3.487  0.082  -6.338  -0.08
H  -3.283  -0.654  -4.798  0.39
H  -2.533  -2.717  -5.528  0.42
H  -2.600  -2.292  -7.309  0.06
Br  -9.185  -1.461  -13.905  -0.10
C  -8.819  -0.028  -15.221  -0.53
C  -7.353  0.486  -15.095  -0.09
Br  -7.197  1.885  -16.483  -0.14
H  -9.432  0.822  -14.922  0.21
H  -8.951  -0.425  -16.228  0.49
H  -6.606  -0.302  -15.193  0.26
H  -7.199  0.909  -14.102  -0.10
Br  -2.607  2.726  -7.295  -0.10
C  -3.729  4.064  -6.291  -0.40
C  -2.813  4.659  -5.227  -0.75
Br  -3.775  6.081  -4.209  -0.19
H  -4.600  3.595  -5.833  0.34
H  -3.855  4.911  -6.965  0.25
H  -1.960  5.206  -5.629  0.40
H  -2.423  3.925  -4.520  0.41
Br  -8.685  5.437  -13.587  -0.19
C  -7.917  5.692  -11.691  -0.58
C  -8.166  4.346  -11.018  -0.28
Br  -7.826  4.583  -9.052  -0.12
H  -8.383  6.530  -11.173  0.47
H  -6.832  5.793  -11.662  0.34
H  -7.497  3.567  -11.383  -0.01
H  -9.171  3.931  -11.098  0.34
Br  -6.218  1.811  -7.133  -0.14
C  -6.357  0.273  -8.437  0.01
C  -7.480  0.580  -9.412  -0.41
Br  -7.313  0.262  -11.317  0.19
H  -6.580  -0.670  -7.938  0.24
H  -5.396  0.218  -8.948  0.04
H  -7.586  1.655  -9.270  -0.20
H  -8.409  0.099  -9.103  0.41
Br  -4.177  1.028  -12.663  -0.15
C  -3.322  2.485  -11.613  -0.20
C  -4.533  3.423  -11.271  -0.28
Br  -4.091  5.067  -10.227  -0.19
H  -2.530  3.025  -12.132  0.47
H  -2.925  2.119  -10.666  0.12
H  -5.287  2.892  -10.690  -0.27
H  -5.197  3.747  -12.072  0.47
Br  -10.742  -0.831  -5.149  -0.21
C  -9.125  -0.738  -3.999  -0.56
C  -8.035  -1.392  -4.786  -0.25
Br  -6.643  -1.650  -3.311  -0.17
H  -9.406  -1.290  -3.102  0.42
H  -8.878  0.252  -3.614  0.43
H  -7.455  -0.987  -5.615  -0.11
H  -8.321  -2.380  -5.146  0.44

The calculation puts the LUMO energy at -0.1 eV. Its SMILES is BrCCBr.BrCCBr.BrCCBr.BrCCBr.BrCCBr.BrCCBr.BrCCBr.BrCCBr.BrCCBr.BrCCBr. For the HOMO-LUMO gap, the calculation gives 0.3589 Ha. For the energy relative to the best compared isomer or geometry (same formula, charge and spin), the calculation gives 265.35 kJ/mol. The charge is 0. For the total energy, the calculation gives -52266.29046 a.u.


# 3
C20H40Br8O6S3 | ωB97M-V/def2-TZVPD

Each line ends with the Mulliken charge.
Element x y z (Å)
C  3.428  -0.797  -0.682  1.68
C  3.847  -1.743  0.451  -0.24
C  5.265  -2.185  0.117  -1.01
S  6.047  -0.624  -0.303  1.23
O  6.948  -0.815  -1.404  -0.66
O  6.517  -0.010  0.900  -0.68
C  4.528  0.233  -0.805  -0.82
H  2.433  -0.379  -0.555  -1.59
H  3.460  -1.397  -1.599  0.06
H  3.189  -2.607  0.548  0.43
H  3.853  -1.211  1.408  -0.07
H  5.286  -2.826  -0.760  0.41
H  5.774  -2.555  1.002  0.50
H  4.737  0.679  -1.777  0.41
H  4.504  1.053  -0.085  0.40
C  3.347  -0.031  -3.733  -0.08
C  2.771  0.785  -4.885  -1.06
C  3.825  1.802  -5.244  -0.74
S  5.364  0.831  -5.196  1.17
O  6.349  1.560  -4.446  -0.64
O  5.665  0.325  -6.507  -0.68
C  4.707  -0.533  -4.190  -0.41
H  2.638  -0.813  -3.452  0.26
H  3.433  0.491  -2.774  0.09
H  1.818  1.238  -4.586  0.35
H  2.403  0.096  -5.651  0.36
H  3.943  2.494  -4.412  0.32
H  3.792  2.298  -6.209  0.48
H  5.423  -0.748  -3.401  0.17
H  4.643  -1.386  -4.864  0.43
C  -4.616  0.586  5.419  -0.62
C  -5.266  0.402  4.050  -0.75
C  -4.129  -0.032  3.150  0.19
S  -3.083  -1.108  4.136  1.13
O  -1.742  -0.584  4.093  -0.53
O  -3.320  -2.488  3.798  -0.71
C  -3.908  -0.737  5.686  -0.76
H  -5.311  0.819  6.226  0.38
H  -3.909  1.422  5.414  0.28
H  -5.838  1.273  3.737  0.37
H  -5.990  -0.417  4.115  0.30
H  -3.541  0.799  2.757  0.18
H  -4.383  -0.602  2.255  -0.29
H  -3.282  -0.855  6.563  0.42
H  -4.714  -1.477  5.693  0.36
Br  -6.291  4.474  -2.454  -0.13
C  -5.281  2.848  -2.515  -0.46
C  -4.073  2.788  -1.604  -0.23
Br  -2.920  4.369  -1.687  -0.16
H  -5.034  2.559  -3.533  0.42
H  -5.936  2.033  -2.189  0.15
H  -3.439  1.946  -1.870  0.02
H  -4.295  2.705  -0.546  0.37
Br  3.136  0.162  3.730  -0.16
C  1.445  -0.844  3.629  -0.34
C  1.144  -1.612  4.881  -0.63
Br  1.109  -0.582  6.517  -0.15
H  1.645  -1.548  2.825  0.31
H  0.711  -0.091  3.371  0.21
H  1.858  -2.420  5.004  0.47
H  0.129  -1.995  4.805  0.27
Br  -6.790  -1.024  -2.460  -0.15
C  -5.002  -0.920  -1.693  -0.51
C  -4.525  -2.281  -1.259  -0.52
Br  -5.254  -2.782  0.465  -0.10
H  -5.033  -0.184  -0.896  0.24
H  -4.348  -0.531  -2.473  0.37
H  -3.447  -2.228  -1.113  0.24
H  -4.770  -3.063  -1.967  0.46
Br  -2.316  0.317  0.030  -0.09
C  -0.747  1.522  -0.064  -0.94
C  0.538  0.754  -0.044  -0.47
Br  0.727  -0.449  -1.542  -0.15
H  -0.906  2.120  0.828  0.48
H  -0.931  2.108  -0.958  0.43
H  0.603  0.197  0.888  0.19
H  1.392  1.425  -0.103  0.53

The calculation puts the LUMO energy at -0.2 eV. For the HOMO-LUMO gap, the calculation gives 0.3637 Ha. For the energy relative to the best compared isomer or geometry (same formula, charge and spin), the calculation gives 0.00 kJ/mol. The charge is 0. For the total energy, the calculation gives -23024.08883 a.u.


What is the LUMO energy in the second record? -0.1 eV


Which value of charge does entry 2 give? 0


Which formula does entry 2 have? C20H40Br20